Record 1
This record from the OMol25 dataset describes a molecular structure, C50H34N12NbO2S at a distorted geometry. The level of theory is ωB97M-V with the def2-TZVPD basis set.

```
! wB97M-V def2-TZVPD RIJCOSX def2/J DEFGRID3
* xyz 1 1
C 4.060 -3.881 -1.104
N 1.908 0.721 1.615
C 4.846 0.054 -3.483
H -3.963 2.498 -3.817
C -5.548 0.661 1.922
N -2.785 -0.591 2.798
O 1.684 0.764 -0.871
N -2.276 -0.153 0.417
C 0.079 -1.407 -3.787
C -0.184 -1.752 -6.137
C -3.091 -0.179 1.565
N 3.026 0.440 0.925
H 2.939 0.865 3.402
C 3.788 0.325 -2.645
H 1.698 -1.986 -5.111
H -3.038 -0.427 -4.873
C 3.141 -3.244 1.081
H -5.553 0.867 -2.020
H 6.990 -0.208 -3.647
C -1.310 -1.488 4.578
C -2.001 -1.335 5.803
H 4.233 -3.856 2.850
Nb 0.079 0.191 0.508
H 1.662 -2.751 5.748
H -7.584 1.553 -0.655
C 1.992 1.098 2.905
C -0.349 1.968 3.064
C -3.509 3.425 -3.432
C 6.142 -0.080 -2.945
N 1.709 -2.317 2.789
N 1.571 -2.185 -1.994
C 2.852 0.579 -0.392
C 0.289 3.411 5.310
C 5.302 0.176 -0.760
H 0.158 2.406 -3.367
N -0.431 -0.848 -1.564
C 5.000 -4.650 -0.416
C -1.391 -1.800 6.966
N -0.453 -1.244 2.406
C -6.694 1.133 -0.169
H 5.744 -5.343 1.477
H -5.512 0.716 3.009
H 0.163 -2.042 -7.093
C -1.601 -1.031 3.209
H 0.580 4.135 6.087
C 1.311 2.781 4.634
H -1.931 -1.801 7.925
C -3.074 0.063 -0.682
C -5.568 0.776 -0.919
H 0.330 -2.648 7.901
N -2.735 -0.172 -1.926
H -1.843 3.820 5.475
C -1.039 3.312 4.920
C -1.424 3.007 -4.720
C 0.655 -1.758 -5.016
H -3.055 3.340 -1.295
C 0.641 -2.403 5.760
C 2.054 -2.408 1.526
S -0.475 2.619 -0.803
H -4.392 4.085 -3.234
C 1.001 1.916 3.551
H -0.675 3.362 -5.452
C -0.097 -2.329 6.944
C -1.246 -0.877 -3.726
C 5.031 -4.691 0.988
C 0.518 -1.862 3.201
N -0.792 2.731 -3.435
C 0.026 -1.943 4.592
H 4.706 0.034 -4.566
C -1.333 2.704 3.688
O -0.603 1.320 1.895
C 4.150 -3.940 1.758
C -1.370 2.891 -2.233
H 2.347 2.975 4.963
C -4.407 0.263 1.183
H -2.947 -0.793 5.859
C -1.530 -1.377 -6.048
H 7.374 0.042 -1.171
C -6.695 1.012 1.226
N 1.388 -1.838 0.424
H -2.342 4.981 -4.380
C 0.500 -1.514 -2.383
C -1.518 -0.538 -2.347
H 5.788 -5.161 -0.982
C -4.416 0.369 -0.236
H -7.598 1.194 1.767
C 1.959 -2.332 -0.721
H -1.812 2.036 -5.084
C -2.609 3.948 -4.565
C 3.994 0.395 -1.275
H 2.786 0.468 -3.055
C 3.076 -3.203 -0.334
H -3.194 3.952 -5.486
N -2.668 3.229 -2.200
H 4.117 -3.784 -2.215
C -2.057 -0.868 -4.874
C 6.386 0.056 -1.594
H -2.345 2.695 3.242
H -2.149 -1.446 -6.967
H 5.439 0.122 0.345
*
```

HOMO level (eV): -8.518
LUMO energy (eV): -4.26
Energy above the lowest of the compared OMol25 structures with the same formula, charge and spin (kcal per mole): 0.00
Max |F| (Eh/bohr): 0.0557
Kohn-Sham gap (eV): 4.26

Löwdin atomic charge list, values in e, 6 entries: 0.00, -0.13, -0.07, 0.11, 0.00, 0.21

Record 2
This record from the OMol25 dataset describes C5H5ClFN in the gas phase at a distorted geometry. The level of theory is ωB97M-V with the def2-TZVPD basis set.

```
! wB97M-V def2-TZVPD RIJCOSX def2/J DEFGRID3
* xyz 0 1
C -1.307 -0.708 0.173
H -0.205 -2.403 -0.369
Cl 3.369 0.656 0.074
C -1.514 0.659 0.435
F -1.290 2.906 -0.002
H -2.318 1.026 1.087
C -0.191 -1.304 -0.132
N -1.045 1.530 -0.368
H 1.169 -0.156 1.085
C 1.119 -0.571 0.081
H -2.209 -1.168 0.437
H 2.297 -0.264 -1.804
C 2.125 -0.205 -0.697
*
```

HOMO level (eV): -9.308
LUMO energy (eV): -0.12
Energy above the lowest of the compared OMol25 structures with the same formula, charge and spin (kcal per mole): 78.92
Max |F| (Eh/bohr): 0.0795
Kohn-Sham gap (eV): 9.19
SMILES: F/N=C/C=C\C=C\Cl

natural (NBO) atomic charge list, values in e, 6 entries: -0.26, 0.23, 0.00, -0.01, -0.28, 0.21

Record 3
This record from the OMol25 dataset describes a molecular structure, C21H29BaF6NO4PSSb2. The level of theory is ωB97M-V with the def2-TZVPD basis set.

```
! wB97M-V def2-TZVPD RIJCOSX def2/J DEFGRID3
* xyz 0 2
C -5.155 -2.891 -3.286
H 3.809 -3.401 -2.588
C 5.324 -0.296 -1.860
H -6.469 -4.081 -2.065
H 5.033 -0.088 -2.890
C 7.789 0.364 1.405
C 6.117 1.538 2.651
Ba 0.471 0.376 -1.172
H 2.861 4.579 1.381
Sb 2.449 1.916 1.634
H -5.723 -2.192 -5.233
C 3.465 3.789 1.825
C -1.414 1.984 -3.782
C 5.150 0.584 2.327
C 0.302 2.556 -3.070
H 3.569 -4.000 -0.938
H -4.291 -3.425 -1.396
H -3.612 -0.950 -5.619
H 0.267 2.932 2.848
C -2.968 -2.192 -2.531
C 1.013 2.214 3.189
O 0.092 3.184 -2.054
H 5.071 -2.531 1.034
H -7.300 -3.005 -3.193
O -0.262 -1.272 -3.223
N -1.566 0.794 -3.144
O -1.121 -0.375 -5.384
F -1.925 -1.959 1.751
C 4.559 -1.569 1.094
C -4.150 -2.882 -2.323
H 5.194 -3.492 -1.468
H 7.131 -1.444 0.474
H -6.524 -4.468 -3.785
C -4.951 -2.187 -4.473
H 8.808 0.261 1.056
H 8.147 2.198 2.470
F 1.123 -0.992 1.182
P -0.425 -1.515 1.529
H 3.637 4.015 2.878
H -2.190 -2.205 -1.780
H 4.421 3.742 1.304
H 3.715 -1.682 1.771
H -1.283 1.969 -4.862
H 5.836 2.365 3.293
C -6.432 -3.653 -3.065
C -3.779 -1.489 -4.696
C 7.420 1.445 2.195
O 1.179 1.945 -3.631
H 0.520 1.271 3.416
H 3.808 1.318 3.820
F -0.560 -1.864 -0.094
H 6.237 -0.889 -1.855
H 5.513 0.648 -1.351
F 0.168 -2.952 1.822
C 3.767 0.755 2.886
Sb 3.705 -1.306 -0.893
H -1.971 2.820 -3.372
C 4.126 -3.294 -1.552
F -0.908 0.029 1.131
F -0.225 -1.062 3.034
H 1.512 2.600 4.077
H 3.270 -0.192 3.094
C 5.518 -0.500 1.511
S -1.314 -0.584 -3.979
C -2.794 -1.495 -3.717
C 6.843 -0.590 1.078
*
```

HOMO level (spin up / spin down) (eV): -8.282 / -8.481
LUMO energy (spin up / spin down) (eV): 0.27 / -1.67
Energy above the lowest of the compared OMol25 structures with the same formula, charge and spin (kcal per mole): 0.00
Max |F| (Eh/bohr): 0.0079
Kohn-Sham gap (spin up / spin down) (eV): 8.56 / 6.81

natural (NBO) atomic charge list, values in e, 6 entries: 0.02, 0.24, -0.99, 0.22, 0.24, -0.22

Record 4
This record from the OMol25 dataset describes a molecular structure, C8H21CoO2P at a distorted geometry. The level of theory is ωB97M-V with the def2-TZVPD basis set.

```
! wB97M-V def2-TZVPD RIJCOSX def2/J DEFGRID3
* xyz 1 5
H 4.051 -0.254 0.157
H 2.391 1.397 -0.488
C 3.455 -0.204 2.222
H -2.635 -2.232 0.068
H -2.340 -1.690 -3.313
H -3.264 1.559 -1.296
C 1.942 -0.425 2.144
Co -0.395 0.355 0.279
H -3.545 -0.709 0.375
H -0.720 -1.096 -0.123
H -0.664 -0.966 -3.398
H -0.931 -2.420 -2.369
P -1.800 -0.443 -1.338
H -0.109 0.358 -1.348
H 4.001 -1.145 2.372
H -1.594 -0.204 2.239
H 1.445 -0.176 3.095
H 3.666 0.470 3.052
C -0.781 2.004 0.187
C 3.792 0.515 0.909
C -1.397 -1.495 -2.759
H -2.140 1.628 -2.636
H -0.853 -0.057 2.408
H -3.887 -1.670 -1.140
O -1.024 3.156 0.204
C -2.771 0.933 -2.060
C -3.104 -1.350 -0.421
C 2.528 1.267 0.582
H 1.724 -1.464 1.878
H -3.547 0.529 -2.736
H 2.420 2.227 1.094
H 4.642 1.174 1.023
O 1.443 0.427 1.136
*
```

HOMO level (spin up / spin down) (eV): -9.577 / -14.242
LUMO energy (spin up / spin down) (eV): -3.04 / -5.15
Max |F| (Eh/bohr): 0.1957
Kohn-Sham gap (spin up / spin down) (eV): 6.54 / 9.09

natural (NBO) atomic charge list, values in e, 6 entries: 0.22, 0.22, -0.43, 0.25, 0.26, 0.25

Record 5
This record from the OMol25 dataset describes 2 unconnected molecules or ions with the total composition C3H4OS2 at a distorted geometry. The level of theory is ωB97M-V with the def2-TZVPD basis set.

```
! wB97M-V def2-TZVPD RIJCOSX def2/J DEFGRID3
* xyz 0 1
C 0.214 0.921 -0.657
C 0.591 -0.340 -0.149
S -1.285 1.309 -1.242
S -3.934 -0.469 0.048
H -0.142 -1.263 -0.283
H 1.144 1.539 -0.693
H 2.193 -1.257 0.788
O -3.052 -0.474 1.235
C 1.803 -0.370 0.435
H 2.468 0.404 0.518
*
```

HOMO level (spin up / spin down) (eV): -8.767 / -8.561
LUMO energy (spin up / spin down) (eV): -1.26 / -1.28
Energy above the lowest of the compared OMol25 structures with the same formula, charge and spin (kcal per mole): 91.43
Max |F| (Eh/bohr): 0.0595
Kohn-Sham gap (spin up / spin down) (eV): 7.51 / 7.28
SMILES: C=CC=S.O=S

natural (NBO) atomic charge list, values in e, 6 entries: -0.27, -0.27, 0.01, 0.69, 0.24, 0.20

Record 6
This record from the OMol25 dataset describes a molecular structure, F4H8N2NaO12S4 at a distorted geometry. The level of theory is ωB97M-V with the def2-TZVPD basis set.

```
! wB97M-V def2-TZVPD RIJCOSX def2/J DEFGRID3
* xyz -1 1
H -2.533 1.646 0.572
O 1.466 -1.439 -0.726
O 1.396 2.509 0.889
S -1.281 3.734 -0.896
H 0.633 2.498 0.294
O -2.114 -0.921 0.495
H 0.755 -1.493 2.925
S -1.099 1.653 -2.183
O -2.367 1.717 -2.805
O -2.647 4.087 -1.045
O 3.805 -4.585 -0.026
Na -0.088 0.404 0.731
O 0.095 1.870 -2.910
H 2.071 -1.388 2.154
H -2.695 1.528 2.091
N -1.010 2.165 -0.608
O 2.375 -3.173 -2.181
H 1.874 3.302 0.637
O -0.259 4.453 -1.561
O 1.201 -0.976 2.251
F -1.066 4.173 0.643
H -2.821 -1.326 1.003
N 1.243 -3.891 0.029
F 2.335 -5.142 1.696
O 3.082 -2.888 1.571
H -2.528 -0.650 -0.330
S 1.500 -2.817 -1.113
S 2.752 -3.969 0.690
F 0.053 -2.986 -1.799
O -3.161 1.798 1.296
F -0.964 0.109 -1.783
*
```

HOMO level (eV): -7.280
LUMO energy (eV): 1.68
Energy above the lowest of the compared OMol25 structures with the same formula, charge and spin (kcal per mole): 0.00
Max |F| (Eh/bohr): 0.1030
Kohn-Sham gap (eV): 8.96

natural (NBO) atomic charge list, values in e, 6 entries: 0.48, -0.96, -0.97, 2.45, 0.47, -0.97